[1]
This record from the OMol25 dataset describes a 2-piece molecular cluster, C11H21N2 overall at a distorted geometry. The level of theory is ωB97M-V/def2-TZVPD.

Each line ends with the natural charge from an NBO analysis.
Cartesian coordinates (Å):
C 1.821 -0.102 -0.778  0.467
C 0.649 -0.415 -1.191  -0.420
C -3.904 -0.455 -1.683  -0.213
C -4.362 -1.363 -0.569  -0.225
C -2.057 1.385 -0.079  -0.346
C -2.494 0.179 0.358  0.212
C -1.308 2.319 0.892  -0.646
C -2.387 -0.499 1.703  -0.636
C 3.521 -1.925 0.563  -0.623
C 3.842 0.972 -1.482  -0.445
C 3.736 -0.413 0.582  -0.205
N -3.137 -0.652 -0.501  -0.423
N 2.979 0.219 -0.563  -0.314
H 0.661 -1.126 -2.000  0.290
H -0.127 0.052 -0.560  0.318
H -3.630 -0.783 -2.577  0.197
H -4.557 0.534 -1.713  0.186
H -5.100 -1.204 0.185  0.203
H -4.357 -2.495 -0.641  0.194
H -2.442 1.714 -1.055  0.217
H -0.623 3.053 0.238  0.205
H -0.672 1.669 1.451  0.204
H -2.125 2.957 1.321  0.243
H -1.421 -0.684 1.935  0.209
H -2.915 -1.379 1.731  0.225
H -2.776 0.082 2.407  0.226
H 3.756 -2.382 -0.340  0.221
H 4.212 -2.441 1.360  0.255
H 2.532 -2.134 0.653  0.215
H 4.921 0.719 -1.578  0.266
H 3.273 0.987 -2.434  0.238
H 3.885 2.153 -1.213  0.252
H 4.841 -0.121 0.531  0.231
H 3.468 -0.016 1.470  0.222

The total charge is +1. For the energy above the lowest of the compared OMol25 structures with the same formula, charge and spin, the calculation gives 134.3 kcal per mole. The largest force on an atom comes out at 7.10 eV Å⁻¹. The value obtained for the total energy is -540.76437 a.u.



[2]
This record from the OMol25 dataset describes one molecule with the formula C6H7N at a distorted geometry. The level of theory is ωB97M-V/def2-TZVPD.

Each line ends with the natural charge from an NBO analysis.
Cartesian coordinates (Å):
C -2.824 -1.153 0.118  -0.399
C -2.124 -0.066 -0.252  -0.244
C -1.555 0.963 0.586  -0.141
C -0.440 1.415 0.527  0.247
N 0.812 1.563 0.399  -0.448
C 1.329 0.424 0.040  0.177
C 2.767 0.245 -0.212  -0.677
H -3.150 -1.992 -0.527  0.199
H -3.318 -1.327 1.098  0.195
H -1.709 -0.112 -1.233  0.201
H 0.674 -0.500 0.165  0.180
H 3.236 1.200 -0.497  0.240
H 2.897 -0.487 -0.944  0.227
H 3.405 -0.172 0.733  0.243

For the energy above the lowest of the compared OMol25 structures with the same formula, charge and spin, the calculation gives 115.0 kcal per mole. The SMILES is C=CC#C/N=C/C. The largest force on an atom comes out at 4.24 eV Å⁻¹. The value obtained for the total energy is -287.40391 a.u.



[3]
This record from the OMol25 dataset describes one molecule with the formula C3H5Br2P at a distorted geometry. The level of theory is ωB97M-V/def2-TZVPD.

Each line ends with the natural charge from an NBO analysis.
Cartesian coordinates (Å):
C -0.268 -0.798 -0.119  -0.403
C 0.250 0.451 0.493  -0.396
C 0.779 0.147 -0.860  -0.645
P 2.388 -0.509 -1.161  0.663
Br 3.667 1.614 -0.374  -0.243
Br 2.917 -1.603 0.653  -0.165
H 0.152 -1.821 0.123  0.231
H -1.368 -0.814 -0.450  0.228
H -0.448 1.261 0.436  0.226
H 0.825 0.543 1.318  0.230
H 0.427 0.592 -1.882  0.272

For the energy above the lowest of the compared OMol25 structures with the same formula, charge and spin, the calculation gives 2.5 kcal per mole. The largest force on an atom comes out at 3.26 eV Å⁻¹. Its expectation value of S² is 2.01. The spin multiplicity is 3. The value obtained for the total energy is -5606.56080 a.u.



[4]
This record from the OMol25 dataset describes a 2-piece molecular cluster, C20H27FNS overall at a distorted geometry. The level of theory is ωB97M-V/def2-TZVPD.

Each line ends with the natural charge from an NBO analysis.
Cartesian coordinates (Å):
S -1.304 -2.056 3.472  -0.043
C -2.646 -1.090 2.670  -0.530
C -2.890 -1.406 1.147  -0.417
C -1.799 -0.850 0.153  -0.442
C -1.391 0.662 0.362  0.126
C -0.216 0.731 1.409  0.009
C 0.996 -0.076 1.203  -0.271
C 2.114 -0.112 2.128  -0.203
C 2.022 0.698 3.340  -0.179
C 0.845 1.534 3.586  -0.191
C -0.267 1.544 2.625  -0.242
C -2.588 1.636 0.673  -0.444
C -2.309 3.103 0.079  -0.421
C -2.196 3.098 -1.529  -0.416
C -1.832 1.602 -1.926  -0.248
N -0.801 1.131 -0.965  -0.545
H -0.256 -2.211 2.604  0.134
H -2.484 0.006 2.871  0.204
H -3.595 -1.343 3.222  0.252
H -2.863 -2.530 1.051  0.244
H -3.925 -1.086 0.871  0.221
H -0.917 -1.552 0.131  0.239
H -2.251 -0.925 -0.885  0.212
H 1.015 -0.699 0.274  0.206
H 2.978 -0.770 1.878  0.249
H 2.867 0.647 4.069  0.242
H 0.766 2.151 4.511  0.242
H -1.149 2.173 2.877  0.223
H -3.528 1.279 0.175  0.227
H -2.793 1.787 1.758  0.255
H -3.119 3.827 0.341  0.250
H -1.339 3.437 0.536  0.211
H -1.304 3.714 -1.819  0.218
H -3.122 3.458 -2.033  0.250
H -2.745 0.949 -1.948  0.238
H -1.434 1.577 -2.980  0.241
H -0.070 1.844 -0.828  0.448
H -0.342 0.308 -1.386  0.445
F 2.663 -2.817 -0.383  -0.331
C 3.159 -2.500 -1.595  0.393
C 3.722 -3.492 -2.377  -0.278
C 4.228 -3.165 -3.628  -0.175
C 4.175 -1.850 -4.078  -0.225
C 3.611 -0.863 -3.280  -0.181
C 3.094 -1.190 -2.032  -0.313
H 3.762 -4.509 -2.006  0.238
H 4.665 -3.935 -4.252  0.230
H 4.575 -1.597 -5.052  0.226
H 3.574 0.162 -3.629  0.217
H 2.643 -0.434 -1.400  0.205

The total charge is +1. For the energy above the lowest of the compared OMol25 structures with the same formula, charge and spin, the calculation gives 0.0 kcal per mole. The largest force on an atom comes out at 2.74 eV Å⁻¹. The value obtained for the total energy is -1330.81401 a.u.



[5]
This record from the OMol25 dataset describes one molecule with the formula C2H2FNS at a distorted geometry. The level of theory is ωB97M-V/def2-TZVPD.

Each line ends with the natural charge from an NBO analysis.
Cartesian coordinates (Å):
N 1.406 0.249 2.065  -0.260
C 0.769 -0.062 1.188  0.199
C 0.171 -0.449 0.022  -0.507
S -0.790 1.352 -0.909  0.495
F -1.985 0.475 -1.671  -0.484
H -0.682 -1.107 -0.104  0.281
H 1.112 -0.458 -0.591  0.276

For the energy above the lowest of the compared OMol25 structures with the same formula, charge and spin, the calculation gives 24.4 kcal per mole. The SMILES is N#CCSF. The largest force on an atom comes out at 5.12 eV Å⁻¹. The value obtained for the total energy is -630.11745 a.u.



- The highest energy above the lowest of the compared OMol25 structures with the same formula, charge and spin belongs to which entry?
  C11H21N2